ORCA calculation (ωB97M-V/def2-TZVPD) on a cluster of 8 separate species, C42H69Br3FN10O2S2 in total in a non-equilibrium geometry.

Structure (XYZ):
```
129
Properties=species:S:1:pos:R:3:lowdin_charge:R:1
C 1.359 -3.670 4.153 -0.042
C 1.099 -2.423 3.456 -0.189
C 0.142 -2.291 2.117 -0.561
Br -0.061 -4.256 1.661 0.880
C 1.034 -1.466 1.071 -0.239
C 1.778 -2.397 -0.052 -0.187
C 3.050 -3.220 0.571 -0.261
C 4.347 -3.154 -0.385 -0.496
S 4.098 -4.124 -2.009 0.728
C 0.351 -0.284 0.228 -0.205
C 1.301 0.776 -0.485 -0.135
C 2.858 0.825 -0.424 -0.318
C 3.444 0.581 -1.941 -0.061
F 3.655 -0.016 0.408 -0.066
C -1.027 0.355 0.893 -0.295
C -1.911 0.813 -0.368 -0.147
C -1.494 2.084 -1.251 -0.167
C -2.833 2.700 -1.971 -0.078
C -3.742 3.577 -0.997 -0.373
O -3.485 4.782 -0.741 0.058
O -4.911 2.910 -0.436 -0.002
C -0.793 1.421 2.052 -0.573
Br 1.105 1.618 2.750 0.797
C -1.367 2.912 1.880 -0.664
C -0.221 4.048 1.588 -0.235
Br -2.151 3.530 3.651 0.641
C -1.909 -0.864 1.589 -0.492
S -3.520 -0.214 2.352 0.848
C -2.439 -1.989 0.559 -0.203
C -3.966 -1.778 -0.011 -0.267
C -4.041 -2.752 -1.334 -0.118
N -1.086 -1.617 2.640 -0.071
C -1.929 -2.436 3.610 -0.119
C -2.150 -1.658 5.040 -0.321
C -0.942 -1.265 6.024 -0.048
N -3.372 -1.313 5.458 0.115
H 2.235 -4.335 3.783 0.091
H 0.786 -3.997 5.090 0.083
H 1.579 -1.453 3.879 0.125
H 1.863 -0.955 1.706 0.102
H 2.276 -1.745 -0.880 0.090
H 1.054 -3.059 -0.643 0.096
H 2.708 -4.333 0.561 0.081
H 3.253 -2.964 1.669 0.103
H 4.601 -2.074 -0.704 0.048
H 5.278 -3.559 0.167 0.086
H 3.213 -3.339 -2.790 -0.095
H -0.122 -0.885 -0.659 0.133
H 0.929 1.815 -0.102 0.081
H 1.003 0.824 -1.611 0.125
H 3.207 1.914 -0.202 0.156
H 3.289 -0.497 -2.299 0.070
H 4.560 0.837 -1.915 0.092
H 2.957 1.344 -2.669 0.065
H -3.018 1.064 -0.104 0.084
H -2.019 -0.022 -1.174 0.140
H -0.877 1.702 -2.162 0.122
H -0.842 2.876 -0.758 0.099
H -3.366 1.832 -2.496 0.133
H -2.414 3.427 -2.776 0.140
H -4.762 2.786 0.538 0.089
H -1.262 1.100 3.071 0.024
H -2.246 3.029 1.160 0.066
H 0.513 3.745 0.765 0.060
H -0.820 4.950 1.164 0.060
H 0.265 4.430 2.552 0.055
H -4.264 0.525 1.484 -0.117
H -2.554 -3.050 1.027 0.096
H -1.803 -2.148 -0.379 0.101
H -4.178 -0.732 -0.399 0.081
H -4.762 -2.206 0.700 0.111
H -4.355 -3.824 -1.077 0.082
H -4.916 -2.314 -1.964 0.087
H -3.111 -2.675 -1.998 0.073
H -0.683 -0.923 3.327 0.142
H -2.902 -2.836 3.166 0.131
H -1.384 -3.389 3.994 0.117
H -1.317 -1.258 7.123 0.106
H -0.017 -1.933 5.936 0.058
H -0.616 -0.166 5.821 0.097
H -4.055 -1.623 4.742 0.027
C -6.370 2.200 4.928 -0.047
C -6.396 1.688 3.517 -0.219
N -6.417 1.281 2.399 0.106
H -7.262 1.865 5.461 0.087
H -5.484 1.824 5.443 0.082
H -6.344 3.292 4.927 0.028
C -6.806 6.314 2.705 -0.056
C -6.263 5.907 4.045 -0.230
N -5.832 5.585 5.105 0.117
H -7.092 5.428 2.136 0.075
H -7.683 6.950 2.838 0.081
H -6.047 6.866 2.148 0.080
C 4.670 0.937 -6.095 -0.064
C 4.032 2.036 -5.294 -0.243
N 3.526 2.918 -4.663 0.104
H 5.525 0.530 -5.552 0.078
H 3.947 0.138 -6.271 0.077
H 5.010 1.327 -7.056 0.081
C -1.229 7.984 -0.302 -0.048
C -0.673 7.581 1.034 -0.247
N -0.233 7.261 2.092 0.129
H -1.519 7.095 -0.867 0.072
H -2.106 8.618 -0.162 0.084
H -0.476 8.536 -0.867 0.063
C 4.358 -8.532 -3.665 -0.048
C 4.247 -7.146 -3.096 -0.139
N 4.158 -6.039 -2.638 -0.174
H 5.164 -9.074 -3.167 0.085
H 3.421 -9.071 -3.516 0.064
H 4.572 -8.478 -4.734 0.087
C 2.699 8.017 -0.507 -0.072
C 2.299 8.427 -1.895 -0.256
N 1.981 8.752 -2.993 0.111
H 3.716 7.621 -0.515 0.078
H 2.659 8.879 0.162 0.082
H 2.020 7.247 -0.137 0.055
C 7.696 -4.626 -4.114 -0.072
C 7.392 -3.764 -5.306 -0.248
N 7.151 -3.082 -6.249 0.099
H 8.747 -4.920 -4.126 0.078
H 7.491 -4.074 -3.195 0.069
H 7.075 -5.523 -4.136 0.062
C 1.329 -6.892 -5.510 -0.063
C 1.231 -8.376 -5.293 -0.250
N 1.155 -9.549 -5.122 0.118
H 1.876 -6.687 -6.431 0.083
H 0.329 -6.462 -5.586 0.079
H 1.854 -6.428 -4.672 0.057
```

charge: +1
molar mass: 1068.93 g/mol
E_HOMO: -9.42 eV
orbital gap: 5.2536 eV

ORCA calculation (ωB97M-V/def2-TZVPD) on a cluster of 11 separate species, C42H71Br4O20P in total in a non-equilibrium geometry.

Structure (XYZ):
```
138
Properties=species:S:1:pos:R:3:lowdin_charge:R:1
C -5.768 -4.282 0.893 -0.047
C -4.994 -2.953 0.951 -0.235
O -3.877 -3.094 0.059 -0.192
P -3.398 -1.804 -0.751 0.410
O -3.084 -0.625 0.032 -0.198
O -4.606 -1.544 -1.797 -0.185
C -4.528 -0.560 -2.869 -0.220
C -3.456 -0.852 -3.887 -0.079
O -2.180 -2.404 -1.555 -0.199
C -2.393 -3.660 -2.156 -0.270
C -1.159 -3.886 -3.043 -0.044
H -5.304 -4.989 1.539 0.065
H -6.785 -4.211 1.279 0.078
H -5.779 -4.657 -0.115 0.076
H -5.608 -2.060 0.592 0.137
H -4.576 -2.755 1.959 0.094
H -5.492 -0.571 -3.357 0.120
H -4.282 0.448 -2.423 0.099
H -3.693 -1.755 -4.439 0.088
H -3.484 -0.034 -4.608 0.088
H -2.478 -0.774 -3.438 0.053
H -2.531 -4.453 -1.376 0.131
H -3.331 -3.613 -2.729 0.116
H -0.243 -3.684 -2.513 0.057
H -1.083 -4.895 -3.469 0.079
H -1.264 -3.227 -3.988 0.097
O 3.424 0.305 2.691 0.089
C 2.700 -0.144 3.544 -0.391
C 1.176 -0.159 3.849 -0.088
C 1.117 -0.380 5.359 -0.157
C 2.312 -1.256 5.561 -0.192
O 3.275 -0.865 4.593 -0.010
H 0.664 0.773 3.466 0.134
H 0.892 -1.075 3.308 0.080
H 1.055 0.598 5.918 0.135
H 0.200 -0.983 5.600 0.120
H 2.827 -1.131 6.542 0.134
H 2.065 -2.350 5.487 0.139
O 0.005 -3.176 -9.035 0.088
C 0.087 -2.407 -8.086 -0.489
C 1.326 -1.976 -7.342 -0.084
C 0.943 -0.817 -6.477 -0.156
C -0.617 -0.829 -6.620 -0.134
O -0.942 -1.681 -7.703 0.042
H 1.640 -2.840 -6.782 0.123
H 2.145 -1.652 -8.026 0.143
H 0.988 -1.025 -5.387 0.102
H 1.470 0.104 -6.731 0.034
H -1.036 -1.173 -5.702 0.088
H -0.982 0.142 -6.956 0.129
O 4.299 -1.926 -0.485 0.100
C 5.108 -1.558 0.292 -0.515
C 5.984 -0.330 0.307 -0.044
C 7.134 -0.823 1.224 -0.136
C 6.385 -1.719 2.146 -0.194
O 5.350 -2.306 1.382 0.023
H 6.257 -0.165 -0.679 0.088
H 5.290 0.499 0.778 0.159
H 7.874 -1.432 0.759 0.108
H 7.626 -0.046 1.887 0.140
H 6.924 -2.491 2.646 0.121
H 5.841 -1.129 2.921 0.129
O 0.582 3.530 4.986 0.083
C -0.092 4.098 4.140 -0.464
C -0.304 5.528 3.803 -0.071
C -1.185 5.499 2.549 -0.123
C -1.917 4.169 2.784 -0.162
O -0.986 3.331 3.471 -0.001
H -0.813 6.059 4.597 0.132
H 0.564 6.132 3.654 0.112
H -1.999 6.220 2.490 0.124
H -0.640 5.362 1.615 0.094
H -2.812 4.288 3.452 0.142
H -2.297 3.736 1.812 0.115
O -4.591 3.836 0.576 0.134
C -3.796 3.672 -0.278 -0.498
C -3.622 2.496 -1.202 -0.085
C -2.539 2.936 -2.187 -0.097
C -1.978 4.283 -1.553 -0.136
O -2.805 4.614 -0.473 -0.001
H -3.418 1.695 -0.504 0.099
H -4.663 2.307 -1.528 0.134
H -1.744 2.230 -2.241 0.068
H -2.912 3.112 -3.194 0.114
H -0.917 4.215 -1.232 0.119
H -2.140 5.062 -2.243 0.104
O 1.231 4.549 0.275 0.082
C 2.153 4.244 1.012 -0.395
C 2.968 2.924 0.999 -0.077
C 4.265 3.304 1.736 -0.132
C 3.684 4.216 2.830 -0.142
O 2.610 4.944 2.140 -0.014
H 2.260 2.191 1.426 0.107
H 3.213 2.631 -0.005 0.076
H 4.785 2.572 2.329 0.098
H 4.877 4.002 1.132 0.134
H 3.358 3.646 3.699 0.118
H 4.320 4.971 3.279 0.122
O -0.929 -2.371 3.464 0.089
C -1.982 -1.861 3.575 -0.470
C -2.412 -0.428 3.456 -0.052
C -3.941 -0.476 3.589 -0.143
C -4.161 -1.745 4.347 -0.158
O -3.087 -2.626 3.907 -0.006
H -1.905 0.178 4.229 0.137
H -2.078 -0.075 2.504 0.098
H -4.482 0.346 3.931 0.101
H -4.354 -0.574 2.582 0.100
H -3.939 -1.564 5.392 0.121
H -5.156 -2.254 4.261 0.142
O 0.045 -0.592 -3.072 0.070
C 0.283 -0.251 -1.932 -0.454
C 0.801 -1.181 -0.810 -0.046
C 0.753 -0.301 0.426 -0.134
C -0.095 0.866 -0.018 -0.150
O 0.012 0.983 -1.430 -0.009
H 0.006 -1.922 -0.731 0.105
H 1.811 -1.536 -1.065 0.118
H 0.130 -0.827 1.196 0.117
H 1.661 -0.013 0.825 0.068
H -1.089 0.793 0.218 0.067
H 0.347 1.765 0.548 0.139
Br 3.330 -5.828 -1.924 0.536
C 2.196 -5.569 -0.271 -0.637
C 2.938 -4.694 0.735 -0.647
Br 1.583 -4.006 2.008 0.659
H 2.005 -6.601 0.097 0.066
H 1.290 -5.087 -0.612 0.016
H 3.488 -3.834 0.314 0.018
H 3.645 -5.263 1.329 0.055
Br 3.497 1.015 -2.611 0.681
C 2.257 2.515 -2.919 -0.650
C 1.309 2.166 -4.019 -0.693
Br 2.059 2.538 -5.775 0.682
H 2.867 3.406 -3.070 0.056
H 1.784 2.678 -1.915 0.045
H 0.397 2.791 -3.892 0.077
H 0.984 1.153 -4.054 -0.003
```

molar mass: 1246.60 g/mol
E_HOMO: -9.77 eV
ΔE to the lowest compared entry with this formula, charge and spin: 3.91 kcal/mol
orbital gap: 10.2455 eV

What is the formula in the first record? C42H69Br3FN10O2S2

What is the formula in the first record? C42H69Br3FN10O2S2